(1)
ORCA calculation (ωB97M-V/def2-TZVPD) on a structure of composition C4H17NO3PV at a distorted geometry.

The energy above the lowest of the compared OMol25 structures with the same formula, charge and spin is 21.7 kcal per mole. For the max |F|, the calculation gives 2.88 eV Å⁻¹. The expectation value of S² is 0.983. The calculation puts the highest occupied orbital energy (alpha / beta) at -11.83 / -11.65 eV. The calculation puts the total energy at -1728.0523 Ha.

ORCA input file:
```
! wB97M-V def2-TZVPD RIJCOSX def2/J DEFGRID3
* xyz 1 2
C 1.913 -3.151 1.183
V 1.339 -1.412 0.177
N 2.838 -0.043 -0.552
H 0.028 -1.015 1.051
H 0.671 -0.846 -1.152
H 0.911 -3.549 1.251
H 2.352 -2.685 2.059
H 2.544 -3.404 0.329
H 3.044 0.781 0.030
H 2.462 0.359 -1.418
H 3.729 -0.489 -0.790
C -0.226 2.645 -0.770
O 0.362 1.425 -0.306
P -0.476 0.043 -0.189
O -1.751 0.477 0.783
C -1.590 1.328 1.947
O -1.327 -0.032 -1.519
C -2.521 -0.835 -1.545
H -1.148 2.490 -1.367
H 0.537 3.141 -1.390
H -0.451 3.267 0.112
H -0.638 1.150 2.479
H -1.666 2.393 1.664
H -2.433 1.080 2.609
H -2.600 -1.525 -0.685
H -3.373 -0.136 -1.539
H -2.532 -1.456 -2.453
*
```

Here are the natural (NBO) charges for atoms 1 to 5, given in e:
1. C -1.045
2. V 0.806
3. N -1.062
4. H -0.081
5. H -0.132


(2)
ORCA calculation (ωB97M-V/def2-TZVPD) on a cluster of 2 separate species, C2H3NO in total at a distorted geometry.

The energy above the lowest of the compared OMol25 structures with the same formula, charge and spin is 44.0 kcal per mole. As for the SMILES: C#N.C=O. For the max |F|, the calculation gives 3.80 eV Å⁻¹. The calculation puts the highest occupied orbital energy at -10.40 eV. The calculation puts the total energy at -207.9276 Ha.

ORCA input file:
```
! wB97M-V def2-TZVPD RIJCOSX def2/J DEFGRID3
* xyz 0 1
C 1.920 -1.952 0.362
N 2.691 -1.393 0.987
H 1.336 -2.684 -0.102
C -0.457 0.789 -0.294
O 0.000 -0.281 -0.646
H -1.090 1.569 -0.664
H -0.070 1.232 0.666
*
```

Here are the natural (NBO) charges for atoms 1 to 5, given in e:
1. C 0.101
2. N -0.329
3. H 0.223
4. C 0.294
5. O -0.501


(3)
ORCA calculation (ωB97M-V/def2-TZVPD) on a structure of composition C50H44BrN9NiO2P.

For the max |F|, the calculation gives 0.82 eV Å⁻¹. The expectation value of S² is 2.005. The calculation puts the highest occupied orbital energy (alpha / beta) at -3.90 / -3.87 eV. The calculation puts the total energy at -6998.8197 Ha.

ORCA input file:
```
! wB97M-V def2-TZVPD RIJCOSX def2/J DEFGRID3
* xyz -1 3
Ni -0.607 -0.505 1.078
Br 2.522 3.479 -6.671
C 3.101 4.019 -4.945
C 3.033 5.354 -4.592
C 3.468 5.736 -3.332
C 3.932 4.792 -2.425
C 4.015 3.454 -2.808
C 3.600 3.067 -4.068
N 4.492 5.275 -1.194
N 4.325 4.675 -0.107
C 3.398 3.640 0.070
C 3.877 2.552 0.787
C 3.183 1.360 0.886
C 1.890 1.210 0.335
O 1.261 0.114 0.423
C 1.338 2.379 -0.347
N 0.105 2.241 -0.869
C -0.489 3.282 -1.392
C 0.094 4.561 -1.416
C 1.371 4.705 -0.951
C 2.064 3.587 -0.437
H 2.655 6.087 -5.291
H 3.448 6.778 -3.037
H 4.386 2.710 -2.114
H 3.655 2.029 -4.367
H 4.868 2.646 1.218
H 3.599 0.514 1.418
H -1.481 3.113 -1.801
H -0.458 5.407 -1.805
H 1.852 5.673 -0.961
C 1.049 2.031 5.477
N 0.884 0.715 4.883
C 0.991 -0.424 5.595
C 0.815 -1.635 5.030
C 0.458 -1.662 3.638
N 0.269 -0.537 2.956
C 0.563 0.690 3.509
O 0.534 1.736 2.904
N 0.295 -2.811 2.982
H 1.217 1.909 6.546
H 0.148 2.618 5.305
H 1.893 2.545 5.019
H 1.241 -0.304 6.642
H 0.929 -2.544 5.599
H 0.495 -3.663 3.475
H 0.245 -2.754 1.906
N -2.446 -1.783 1.597
H -2.134 -2.744 1.543
H -3.126 -1.618 0.861
H -2.896 -1.587 2.483
N 0.011 -2.345 0.469
P -0.014 -3.134 -0.837
C -1.677 -3.604 -1.452
C -2.315 -2.904 -2.469
C -3.639 -3.171 -2.790
C -4.342 -4.144 -2.098
C -3.714 -4.853 -1.082
C -2.396 -4.581 -0.764
C 0.795 -4.770 -0.699
C 1.747 -4.912 0.306
C 2.416 -6.114 0.480
C 2.136 -7.191 -0.350
C 1.188 -7.059 -1.354
C 0.522 -5.855 -1.526
C 0.796 -2.364 -2.292
C 0.777 -0.973 -2.377
C 1.397 -0.314 -3.424
C 2.062 -1.039 -4.404
C 2.108 -2.422 -4.322
C 1.482 -3.078 -3.271
H -1.779 -2.141 -3.020
H -4.125 -2.602 -3.572
H -5.377 -4.346 -2.344
H -4.257 -5.616 -0.537
H -1.916 -5.137 0.036
H 1.956 -4.055 0.937
H 3.158 -6.210 1.263
H 2.656 -8.131 -0.214
H 0.963 -7.898 -2.001
H -0.226 -5.763 -2.305
H 0.330 -0.392 -1.585
H 1.375 0.768 -3.456
H 2.556 -0.526 -5.221
H 2.639 -2.996 -5.071
H 1.539 -4.159 -3.220
C -2.496 3.208 4.945
C -2.541 3.831 3.701
C -2.420 3.101 2.536
C -2.242 1.705 2.559
C -2.215 1.093 3.822
C -2.333 1.832 4.990
N -2.037 0.971 1.406
C -2.944 1.095 0.392
C -2.643 0.580 -0.887
C -3.547 0.625 -1.929
C -4.819 1.161 -1.759
C -5.147 1.658 -0.504
C -4.247 1.636 0.544
H -2.585 3.786 5.856
H -2.651 4.908 3.641
H -2.423 3.601 1.576
H -2.079 0.022 3.882
H -2.303 1.318 5.945
H -1.635 0.235 -1.077
H -3.239 0.247 -2.896
H -5.527 1.193 -2.577
H -6.134 2.076 -0.334
H -4.544 2.036 1.504
*
```

Here are the Mulliken charges for atoms 1 to 5, given in e:
1. Ni 1.825
2. Br -0.226
3. C 0.045
4. C -0.507
5. C -0.331


(4)
ORCA calculation (ωB97M-V/def2-TZVPD) on a structure of composition C54H49MnN5O4S2.

For the max |F|, the calculation gives 0.85 eV Å⁻¹. The expectation value of S² is 3.849. The calculation puts the highest occupied orbital energy (alpha / beta) at -7.22 / -7.42 eV. The calculation puts the total energy at -4609.2081 Ha.

ORCA input file:
```
! wB97M-V def2-TZVPD RIJCOSX def2/J DEFGRID3
* xyz 0 4
Mn 0.420 -1.313 0.539
S 0.125 -1.449 2.849
C 1.803 -1.146 3.140
N 2.338 -0.576 4.172
N 1.504 -0.122 5.094
C 1.976 0.713 6.120
C 3.311 1.094 6.194
C 3.720 1.921 7.229
C 2.817 2.379 8.178
C 1.484 1.998 8.087
C 1.062 1.162 7.068
N 2.766 -1.451 2.179
N 2.327 -1.642 1.014
C 3.356 -1.917 0.032
C 4.661 -2.201 0.422
C 5.618 -2.437 -0.547
C 5.284 -2.393 -1.897
C 3.981 -2.111 -2.274
C 3.015 -1.871 -1.307
H 0.514 -0.090 4.863
H 4.008 0.743 5.448
H 4.760 2.216 7.287
H 3.145 3.030 8.976
H 0.768 2.346 8.820
H 0.025 0.857 7.001
H 4.915 -2.233 1.471
H 6.634 -2.657 -0.246
H 6.039 -2.578 -2.649
H 3.701 -2.068 -3.318
H 2.002 -1.631 -1.602
C -0.180 3.652 -4.010
C -0.918 2.560 -3.259
C -2.396 2.515 -3.601
O -0.758 2.765 -1.868
C -0.547 1.518 -1.225
C 0.042 0.632 -2.333
O -0.305 1.303 -3.537
C -0.478 -0.822 -2.379
O -0.240 -1.420 -1.130
C 0.256 -1.656 -3.436
C -0.067 -3.010 -3.516
C 0.554 -3.838 -4.434
C 1.507 -3.321 -5.305
C 1.823 -1.975 -5.245
C 1.202 -1.144 -4.314
C -1.975 -0.865 -2.692
C -2.918 -0.965 -1.678
C -4.277 -0.975 -1.969
C -4.707 -0.905 -3.285
C -3.769 -0.826 -4.307
C -2.417 -0.804 -4.013
C 0.338 1.689 0.026
O 0.302 0.465 0.717
C 1.768 2.139 -0.298
C 2.845 1.505 0.306
C 4.154 1.885 0.043
C 4.412 2.930 -0.828
C 3.344 3.608 -1.400
C 2.038 3.227 -1.130
C -0.290 2.662 1.039
C 0.373 2.841 2.253
C -0.177 3.611 3.262
C -1.410 4.226 3.074
C -2.079 4.051 1.875
C -1.525 3.271 0.863
H -0.460 4.627 -3.609
H -0.441 3.624 -5.067
H 0.894 3.514 -3.907
H -2.834 3.500 -3.433
H -2.910 1.787 -2.975
H -2.537 2.238 -4.646
H -1.501 1.105 -0.875
H 1.134 0.593 -2.228
H -0.825 -3.406 -2.850
H 0.288 -4.887 -4.481
H 1.990 -3.963 -6.030
H 2.554 -1.558 -5.926
H 1.457 -0.094 -4.292
H -2.586 -1.029 -0.650
H -4.997 -1.045 -1.163
H -5.764 -0.919 -3.515
H -4.094 -0.779 -5.339
H -1.694 -0.740 -4.816
H 2.653 0.723 1.018
H 4.969 1.364 0.530
H 5.430 3.228 -1.044
H 3.525 4.452 -2.054
H 1.224 3.795 -1.547
H 1.325 2.353 2.417
H 0.356 3.729 4.197
H -1.842 4.835 3.857
H -3.041 4.522 1.716
H -2.070 3.154 -0.062
S -0.304 -5.911 1.063
C 0.487 -5.581 -0.415
C 0.666 -4.247 -0.552
N 0.199 -3.492 0.499
C -0.334 -4.253 1.417
H 0.772 -6.362 -1.099
H 1.119 -3.758 -1.397
H -0.740 -3.869 2.339
C -2.981 -0.977 1.830
C -4.370 -1.011 1.629
C -5.039 -2.222 1.332
C -6.395 -2.240 1.086
C -7.134 -1.059 1.126
C -6.497 0.145 1.422
C -5.141 0.175 1.670
H -2.452 -0.055 2.029
H -2.404 -1.890 1.772
H -4.463 -3.138 1.286
H -6.888 -3.176 0.855
H -8.198 -1.077 0.930
H -7.069 1.064 1.452
H -4.643 1.112 1.889
*
```

Here are the Mulliken charges for atoms 1 to 5, given in e:
1. Mn 0.021
2. S -0.632
3. C 0.122
4. N -0.438
5. N 0.185


(5)
ORCA calculation (ωB97M-V/def2-TZVPD) on a structure of composition C6H15NO at a distorted geometry.

The energy above the lowest of the compared OMol25 structures with the same formula, charge and spin is 102.8 kcal per mole. For the max |F|, the calculation gives 5.90 eV Å⁻¹. The calculation puts the highest occupied orbital energy at -7.12 eV. The calculation puts the total energy at -367.4674 Ha.

ORCA input file:
```
! wB97M-V def2-TZVPD RIJCOSX def2/J DEFGRID3
* xyz 0 1
C -0.388 1.409 0.697
C 0.409 -0.982 -0.273
C 0.536 0.322 -0.777
C -1.594 0.834 1.398
C -0.865 -1.760 -0.448
C 1.717 -1.646 -1.769
N 0.679 1.825 1.561
O -0.804 2.521 -0.044
H 0.005 2.989 -0.295
H 0.957 -1.204 0.641
H 1.041 1.045 2.098
H 0.359 2.536 2.223
H 1.512 0.794 -0.710
H -0.052 0.579 -1.654
H -2.053 1.587 2.058
H -2.368 0.543 0.685
H -1.323 -0.021 2.020
H -0.644 -2.793 -0.729
H -1.499 -1.325 -1.224
H -1.419 -1.832 0.491
H 1.169 -2.404 -2.324
H 2.131 -0.939 -2.486
H 2.495 -2.077 -1.140
*
```

Here are the natural (NBO) charges for atoms 1 to 5, given in e:
1. C 0.417
2. C -0.115
3. C -0.386
4. C -0.672
5. C -0.648


(6)
ORCA calculation (ωB97M-V/def2-TZVPD) on a cluster of 2 separate species, C4H12 in total at a distorted geometry.

The energy above the lowest of the compared OMol25 structures with the same formula, charge and spin is 27.3 kcal per mole. As for the SMILES: CC.CC. For the max |F|, the calculation gives 3.60 eV Å⁻¹. The calculation puts the highest occupied orbital energy at -11.18 eV. The calculation puts the total energy at -159.5415 Ha.

ORCA input file:
```
! wB97M-V def2-TZVPD RIJCOSX def2/J DEFGRID3
* xyz 0 1
C 1.095 -0.604 0.332
C 2.271 -1.489 0.072
H 1.098 0.308 -0.145
H 0.139 -1.228 0.198
H 1.071 -0.411 1.401
H 2.310 -2.049 1.073
H 3.096 -0.953 -0.379
H 2.048 -2.205 -0.662
C -1.275 1.693 -0.259
C -2.093 0.417 -0.200
H -1.073 2.101 -1.329
H -1.671 2.590 0.358
H -0.314 1.467 0.165
H -3.091 0.729 -0.438
H -1.650 -0.302 -1.010
H -1.960 -0.062 0.825
*
```

Here are the natural (NBO) charges for atoms 1 to 5, given in e:
1. C -0.603
2. C -0.616
3. H 0.200
4. H 0.201
5. H 0.197